Molecular formula: C6H7FO
Method: DFT, the ωB97M-V functional and the def2-TZVPD basis

Results
lowest unoccupied orbital energy = 0.030 Eh
strongest force on any atom = 2.9 eV Å⁻¹
E_HOMO = -9.38 eV
multiplicity = 1
SMILES = Fc1ccccc1.O
relative energy (zero: lowest compared OMol25 entry of this formula, charge and spin) = 4.3 kcal per mole

Atoms and positions in Å:
F 0.000 0.000 0.000
C 3.860 -0.611 -1.368
C 3.495 0.623 -0.736
C 2.816 -1.592 -1.611
C 2.188 0.757 -0.256
C 1.490 -1.339 -1.200
C 1.205 -0.230 -0.488
H 4.923 -0.853 -1.504
H 4.300 1.349 -0.563
H 3.123 -2.539 -2.074
H 1.891 1.680 0.259
H 0.780 -2.144 -1.428
O 7.150 -1.166 -2.412
H 6.323 -1.636 -2.159
H 6.842 -0.320 -2.809

Here are the natural (NBO) charges for atoms 1 to 5, given in e: F -0.309; C -0.231; C -0.198; C -0.186; C -0.279



Molecular formula: C6H7FSi
Method: DFT, the ωB97M-V functional and the def2-TZVPD basis

Results
lowest unoccupied orbital energy = 0.022 Eh
strongest force on any atom = 3.9 eV Å⁻¹
E_HOMO = -10.42 eV
multiplicity = 1
SMILES = C#C[Si](F)(C#C)CC
relative energy (zero: lowest compared OMol25 entry of this formula, charge and spin) = 20.1 kcal per mole

Atoms and positions in Å:
C 0.740 -3.057 0.157
C 3.466 1.551 1.191
C 1.224 -2.002 -0.160
C 2.617 1.022 0.510
C -1.403 -0.100 -0.105
C -0.313 0.761 -0.583
F 2.036 0.025 -2.096
Si 1.460 0.050 -0.568
H 0.652 -4.057 0.516
H 4.353 1.874 1.653
H -2.325 0.382 0.018
H -1.616 -1.033 -0.729
H -1.125 -0.428 0.840
H -0.231 1.647 -0.020
H -0.716 1.006 -1.583

Here are the natural (NBO) charges for atoms 1 to 5, given in e: C -0.261; C -0.116; C -0.423; C -0.553; C -0.592



Molecular formula: C6H7HgLiO6
Method: DFT, the ωB97M-V functional and the def2-TZVPD basis

Results
lowest unoccupied orbital energy (alpha / beta) = 0.007 / -0.048 Eh
strongest force on any atom = 2.4 eV Å⁻¹
E_HOMO (alpha / beta) = -6.99 / -10.29 eV
multiplicity = 3
relative energy (zero: lowest compared OMol25 entry of this formula, charge and spin) = 0.0 kcal per mole
⟨S²⟩ = 2.007

Atoms and positions in Å:
Hg -2.101 1.402 2.065
O -0.557 -0.472 1.970
O -1.124 -1.999 0.404
C 0.239 -2.380 0.227
C 0.853 -1.683 -0.986
O -2.645 -0.630 1.210
C -1.452 -0.983 1.241
H 0.813 -2.170 1.138
H 0.227 -3.463 0.054
H 0.225 -1.839 -1.871
H 1.838 -2.134 -1.170
Li 0.749 0.873 1.639
O 1.812 0.181 0.167
O 0.384 0.588 -1.502
C 0.424 2.173 -1.196
C -0.538 2.557 -0.163
O -0.335 2.334 1.110
C 1.070 -0.208 -0.740
H 1.469 2.360 -0.924
H 0.174 2.578 -2.181
H -1.526 2.915 -0.495

Here are the natural (NBO) charges for atoms 1 to 5, given in e: Hg 0.826; O -0.895; O -0.517; C -0.063; C -0.529



> Which value of multiplicity does entry 2 give?

1